(1)
This record from the OMol25 dataset describes an isolated molecule of C33H34N4O5 in a non-equilibrium geometry. The level of theory is the ωB97M-V functional and the def2-TZVPD basis.

The geometry in XYZ format:
```
76
Properties=species:S:1:pos:R:3
C -2.86 -3.47 0.34
C -3.24 -3.29 1.80
C -3.45 -1.83 2.24
C -4.90 -1.36 2.26
C -5.56 -1.14 0.89
C -5.01 0.11 0.22
O -5.48 1.21 0.41
N -3.94 -0.14 -0.58
C -3.17 0.78 -1.31
C -3.65 2.04 -1.67
C -2.84 2.88 -2.41
C -1.57 2.51 -2.79
C -1.08 1.25 -2.42
C 0.27 0.85 -2.75
N 1.02 1.46 -3.58
O 2.26 0.89 -3.64
C 2.39 -0.09 -2.59
C 0.96 -0.34 -2.12
C 3.16 -1.34 -3.01
C 3.62 -1.91 -1.66
C 2.58 -2.93 -1.11
N 2.95 -3.51 0.03
O 1.57 -3.21 -1.72
N 3.74 -0.73 -0.79
C 4.33 -0.76 0.41
O 4.85 -1.76 0.89
C 4.37 0.54 1.16
C 5.59 1.15 1.40
C 5.66 2.31 2.14
C 4.51 2.88 2.66
C 3.28 2.29 2.42
C 3.20 1.12 1.67
C 1.89 0.45 1.44
O 1.80 -0.77 1.38
C 0.70 1.32 1.27
C -0.54 0.84 1.70
C -1.68 1.61 1.53
C -1.60 2.84 0.90
C -0.38 3.30 0.44
C 0.77 2.56 0.64
C 3.28 0.46 -1.47
C -1.89 0.39 -1.69
H -1.97 -2.89 0.09
H -2.62 -4.52 0.15
H -3.67 -3.19 -0.34
H -4.15 -3.86 2.02
H -2.44 -3.72 2.41
H -2.85 -1.17 1.60
H -3.07 -1.72 3.25
H -4.96 -0.42 2.81
H -5.49 -2.09 2.81
H -5.43 -2.02 0.26
H -6.63 -0.98 1.04
H -3.57 -1.08 -0.58
H -4.63 2.34 -1.37
H -3.22 3.86 -2.70
H -0.93 3.16 -3.37
H 0.56 -1.27 -2.51
H 0.88 -0.36 -1.03
H 2.54 -2.06 -3.54
H 4.01 -1.06 -3.63
H 4.59 -2.42 -1.72
H 2.30 -4.11 0.49
H 3.75 -3.14 0.55
H 6.49 0.69 1.01
H 6.62 2.77 2.33
H 4.56 3.78 3.25
H 2.38 2.72 2.84
H -0.58 -0.13 2.18
H -2.63 1.25 1.89
H -2.49 3.43 0.76
H -0.32 4.26 -0.06
H 1.72 2.93 0.28
H 4.12 1.01 -1.90
H 2.73 1.13 -0.81
H -1.53 -0.59 -1.41
```

Values from the calculation:
Energy above the lowest of the compared OMol25 structures with the same formula, charge and spin   3.5 kcal/mol
2S+1   1
Charge   0
LUMO level   -0.0126 Ha
HOMO level   -8.418 eV
SMILES   CCCCCC(=O)Nc1cccc(C2=NO[C@@]3(C2)C[C@H](C(N)=O)N(C(=O)c2ccccc2C(=O)c2ccccc2)C3)c1

=====

(2)
This record from the OMol25 dataset describes a structure of composition C33H35CdMgN11O12 in a non-equilibrium geometry. The level of theory is the ωB97M-V functional and the def2-TZVPD basis.

The geometry in XYZ format:
```
93
Properties=species:S:1:pos:R:3
Mg -1.29 -3.31 0.62
Cd 0.96 -0.71 -3.14
N -0.03 -3.58 -2.37
O 0.00 -2.56 -2.99
O -0.31 -3.51 -1.22
O 0.30 -4.57 -2.93
N -3.83 -2.74 -1.27
O -3.77 -2.85 -2.53
O -4.85 -2.23 -0.79
O -2.90 -3.09 -0.58
N 1.93 2.39 -3.51
O 1.86 1.22 -3.10
O 2.28 2.52 -4.68
O 1.85 3.41 -2.85
N -0.08 -0.41 0.03
O 0.55 -0.43 -1.09
O -0.83 -1.39 0.34
O 0.05 0.49 0.88
N 5.01 0.98 1.16
C 3.66 1.14 1.02
C 3.42 1.99 -0.05
C 4.63 2.32 -0.60
C 5.65 1.69 0.13
H 5.45 0.37 1.83
H 2.89 0.66 1.61
H 2.45 2.40 -0.29
H 4.84 2.85 -1.52
H 6.73 1.64 0.02
N -1.49 3.05 2.72
C -0.88 2.22 3.61
C -1.49 2.39 4.81
C -2.50 3.36 4.63
C -2.51 3.62 3.34
H -1.22 3.08 1.75
H -0.08 1.58 3.29
H -1.38 1.83 5.73
H -3.30 3.66 5.28
H -3.11 4.33 2.79
N 2.81 -1.55 -2.73
C 3.67 -0.85 -1.91
C 4.92 -1.23 -1.58
C 5.41 -2.50 -1.99
C 4.60 -3.28 -2.76
C 3.36 -2.79 -3.13
H 3.32 0.05 -1.44
H 5.52 -0.50 -1.05
H 6.41 -2.85 -1.76
H 4.92 -4.23 -3.16
H 2.67 -3.46 -3.63
N -0.60 4.71 -1.69
C -1.79 5.48 -1.61
C -3.02 5.03 -1.14
C -3.12 3.76 -0.61
C -2.00 2.96 -0.55
C -0.85 3.49 -1.08
H -1.70 6.48 -2.00
H -3.89 5.62 -1.38
H -3.95 3.49 0.03
H -1.93 1.98 -0.10
H 0.05 2.89 -1.12
N 0.52 -3.32 1.73
C 1.76 -3.50 1.05
C 3.04 -3.26 1.62
C 3.17 -2.52 2.80
C 1.96 -2.48 3.58
C 0.80 -2.96 3.04
H 1.63 -3.99 0.10
H 3.90 -3.53 1.03
H 4.09 -2.29 3.31
H 1.86 -2.25 4.63
H -0.12 -2.89 3.59
N -2.58 -2.71 2.24
C -3.67 -3.49 2.50
C -4.55 -3.24 3.56
C -4.26 -2.18 4.42
C -3.15 -1.36 4.14
C -2.32 -1.66 3.04
H -3.83 -4.40 1.93
H -5.46 -3.83 3.56
H -4.91 -1.92 5.24
H -3.19 -0.41 4.66
H -1.53 -0.95 2.84
N -1.08 0.16 -3.40
C -2.21 -0.05 -2.65
C -3.33 0.80 -2.68
C -3.38 1.80 -3.59
C -2.25 2.08 -4.34
C -1.13 1.26 -4.24
H -2.26 -0.93 -2.02
H -4.15 0.61 -2.00
H -4.26 2.43 -3.59
H -2.24 2.98 -4.93
H -0.28 1.45 -4.89
```

Values from the calculation:
2S+1   1
Charge   0
LUMO level   -0.0435 Ha
HOMO level   -8.254 eV

=====

(3)
This record from the OMol25 dataset describes a structure of composition C33H35Cl5N4P2Sr in a non-equilibrium geometry. The level of theory is the ωB97M-V functional and the def2-TZVPD basis.

The geometry in XYZ format:
```
80
Properties=species:S:1:pos:R:3
Sr 4.54 -0.98 0.65
C -2.36 -2.36 2.44
C -1.22 -2.08 3.08
C 0.09 -2.81 2.86
C 0.56 -3.05 1.41
C -0.19 -4.00 0.54
C -1.29 -4.72 0.81
C -1.99 -4.85 2.14
C -3.00 -3.72 2.40
C 4.70 0.80 -1.61
H -2.94 -1.51 2.02
H -1.14 -1.20 3.76
H 0.23 -3.77 3.36
H 0.87 -2.20 3.34
H 0.51 -2.08 0.92
H 1.63 -3.34 1.40
H 0.28 -4.19 -0.42
H -1.73 -5.30 0.01
H -1.31 -4.88 3.00
H -2.57 -5.79 2.13
H -3.72 -3.71 1.58
H -3.55 -3.94 3.33
H 4.61 1.88 -1.67
H 3.69 0.36 -1.56
H 5.30 0.38 -2.42
P 5.11 -4.04 0.17
P 5.37 -2.44 3.41
N 4.12 -5.56 -0.10
N 6.65 -4.72 -0.76
N 4.43 -3.91 4.38
N 6.45 -2.01 4.73
C 5.68 -4.66 1.79
C 6.48 -3.65 2.61
C 3.33 -5.77 -1.24
C 3.20 -7.14 -1.46
C 3.92 -7.81 -0.43
C 4.44 -6.83 0.41
C 7.31 -4.10 -1.80
C 8.53 -4.74 -2.03
C 8.63 -5.80 -1.09
C 7.43 -5.82 -0.38
C 3.06 -3.89 4.60
C 2.61 -5.12 5.09
C 3.76 -5.94 5.23
C 4.85 -5.18 4.79
C 6.73 -2.75 5.90
C 7.82 -2.18 6.55
C 8.27 -1.09 5.73
C 7.46 -1.03 4.61
H 6.28 -5.58 1.75
H 4.74 -4.93 2.28
H 7.02 -4.20 3.40
H 7.22 -3.12 1.99
H 2.94 -4.91 -1.78
H 2.65 -7.60 -2.28
H 4.07 -8.88 -0.31
H 4.99 -6.99 1.33
H 6.85 -3.26 -2.31
H 9.26 -4.48 -2.79
H 9.49 -6.46 -0.93
H 7.10 -6.56 0.35
H 2.49 -2.98 4.45
H 1.58 -5.38 5.32
H 3.80 -6.96 5.62
H 5.90 -5.48 4.79
H 6.12 -3.60 6.18
H 8.25 -2.50 7.49
H 9.11 -0.44 5.95
H 7.46 -0.36 3.75
Cl 3.99 1.69 1.04
C 2.31 1.69 0.43
C 1.67 0.51 0.29
C 0.30 0.46 0.36
Cl -0.64 -0.83 -0.35
C -0.40 1.59 0.83
Cl -1.89 1.39 1.64
C 0.18 2.86 0.58
Cl -0.85 4.23 0.53
C 1.55 2.90 0.28
Cl 2.22 4.25 -0.52
```

Values from the calculation:
Energy above the lowest of the compared OMol25 structures with the same formula, charge and spin   120.7 kcal/mol
2S+1   1
Charge   0
LUMO level   -0.0697 Ha
HOMO level   -6.296 eV

=====

(4)
This record from the OMol25 dataset describes a structure of composition C33H35F12N2O5PW in a non-equilibrium geometry. The level of theory is the ωB97M-V functional and the def2-TZVPD basis.

The geometry in XYZ format:
```
89
Properties=species:S:1:pos:R:3
W 0.93 -0.43 -0.02
C 3.97 0.69 -0.45
C 4.38 -0.77 -0.54
C 4.24 -1.32 0.67
C 3.62 -0.36 1.58
C 3.29 0.78 0.92
H 4.94 1.18 -0.28
H 4.84 -1.19 -1.42
H 4.60 -2.30 0.98
H 3.59 -0.49 2.66
H 3.01 1.73 1.35
C -3.00 -5.53 3.04
C -2.47 -4.25 2.46
C -3.23 -3.48 1.58
C -2.74 -2.29 1.07
C -1.48 -1.85 1.44
N -0.97 -0.58 0.92
C -2.02 0.51 0.90
C -3.03 0.64 1.94
C -3.90 1.65 1.87
C -3.80 2.69 0.86
C -4.85 3.76 0.85
C -2.74 2.74 0.04
C -1.67 1.71 -0.01
C -0.26 2.28 -0.18
O 0.70 1.35 0.25
C 0.05 2.56 -1.67
F -0.71 0.44 -2.95
F -1.04 3.01 -2.34
F 1.01 3.51 -1.79
C -0.02 3.52 0.72
F -0.54 3.29 1.93
F -0.55 4.63 0.22
F 1.30 3.72 0.88
C -0.70 -2.61 2.30
C -1.20 -3.80 2.81
C 0.70 -2.10 2.57
O 1.29 -1.70 1.36
C 1.64 -3.18 3.16
F 1.27 -3.55 4.38
F 1.65 -4.25 2.36
F 2.90 -2.73 3.22
C 0.65 -0.86 3.58
F 1.62 -0.87 4.48
F -0.52 -0.78 4.20
F 0.79 0.30 2.88
H -3.95 -5.80 2.59
H -3.15 -5.42 4.12
H -2.29 -6.34 2.89
H -4.22 -3.81 1.29
H -3.35 -1.72 0.38
H -3.03 -0.07 2.75
H -4.67 1.76 2.63
H -5.84 3.31 0.80
H -4.72 4.45 0.02
H -4.81 4.33 1.79
H -2.60 3.60 -0.61
H -0.61 -4.41 3.48
C -3.23 0.21 -1.55
C -2.08 0.39 -0.62
N -0.96 -0.61 -0.53
H -4.16 0.45 -1.03
H -3.27 -0.83 -1.89
H -3.14 0.85 -2.42
C -0.21 1.69 -5.69
C 0.87 2.32 -4.85
O 1.38 1.42 -3.79
P 0.74 0.95 -2.46
O 3.33 1.30 -1.54
C 4.05 2.44 -2.09
C 4.21 3.58 -1.10
O 1.55 -1.57 -1.25
C 1.26 -2.80 -1.96
C 0.73 -3.88 -1.03
H -0.45 2.36 -6.51
H -1.12 1.51 -5.12
H 0.14 0.75 -6.11
H 0.53 3.25 -4.39
H 1.76 2.52 -5.44
H 3.45 2.76 -2.93
H 5.02 2.09 -2.46
H 3.25 3.84 -0.66
H 4.59 4.46 -1.63
H 4.92 3.36 -0.30
H 2.19 -3.12 -2.44
H 0.53 -2.55 -2.73
H 1.47 -4.11 -0.27
H 0.52 -4.78 -1.60
H -0.18 -3.54 -0.55
```

Values from the calculation:
Energy above the lowest of the compared OMol25 structures with the same formula, charge and spin   139.6 kcal/mol
2S+1   1
Charge   +2
LUMO level   -0.2919 Ha
HOMO level   -14.059 eV

=====

(5)
This record from the OMol25 dataset describes a structure of composition C33H35F5N4OP2Re in a non-equilibrium geometry. The level of theory is the ωB97M-V functional and the def2-TZVPD basis.

The geometry in XYZ format:
```
81
Properties=species:S:1:pos:R:3
Re -1.11 0.90 -0.01
C 0.65 -3.54 2.67
C 1.76 -2.97 2.21
C 2.69 -3.66 1.24
C 2.03 -4.41 0.04
C 0.76 -3.82 -0.53
C -0.45 -3.83 0.06
C -0.77 -4.89 1.07
C 0.18 -4.92 2.29
C -2.46 1.58 -1.46
H 0.07 -3.07 3.46
H 2.25 -2.18 2.79
H 3.27 -4.40 1.82
H 3.43 -2.93 0.85
H 2.79 -4.39 -0.76
H 1.92 -5.46 0.31
H 0.80 -3.65 -1.62
H -1.28 -3.25 -0.34
H -0.67 -5.86 0.56
H -1.80 -4.80 1.43
H -0.38 -5.32 3.14
H 1.05 -5.58 2.12
H -3.08 2.08 -0.69
H -3.04 0.85 -2.03
H -2.07 2.37 -2.11
P -0.27 -0.27 -1.67
P 0.99 0.92 0.84
N -1.40 -1.49 -2.34
N 0.12 0.51 -3.28
N 0.29 0.31 2.46
N 2.03 2.13 1.62
C 1.33 -0.98 -1.16
C 2.07 -0.30 -0.01
C -2.73 -1.61 -1.91
C -3.35 -2.59 -2.67
C -2.36 -3.13 -3.56
C -1.18 -2.42 -3.34
C -0.82 1.01 -4.17
C -0.17 1.43 -5.32
C 1.22 1.17 -5.16
C 1.37 0.59 -3.89
C -1.07 0.25 2.69
C -1.29 -0.47 3.86
C -0.03 -0.83 4.39
C 0.93 -0.36 3.48
C 2.85 2.08 2.76
C 3.32 3.37 3.02
C 2.80 4.23 2.00
C 2.02 3.45 1.16
H 1.96 -1.11 -2.04
H 1.06 -1.99 -0.82
H 2.40 -1.04 0.73
H 2.96 0.21 -0.39
H -3.14 -0.99 -1.13
H -4.39 -2.90 -2.59
H -2.50 -3.94 -4.26
H -0.22 -2.48 -3.84
H -1.87 1.05 -3.91
H -0.64 1.90 -6.18
H 2.02 1.40 -5.84
H 2.26 0.25 -3.38
H -1.82 0.69 2.00
H -2.26 -0.74 4.26
H 0.17 -1.40 5.28
H 2.00 -0.49 3.50
H 3.04 1.16 3.27
H 3.96 3.66 3.85
H 3.00 5.29 1.89
H 1.47 3.68 0.27
F -2.38 8.16 -0.15
C -2.09 6.86 0.07
C -2.68 6.21 1.16
F -3.52 6.88 1.99
C -2.45 4.86 1.35
F -3.03 4.23 2.39
C -1.65 4.07 0.46
O -1.49 2.78 0.68
C -1.07 4.79 -0.64
F -0.32 4.13 -1.56
C -1.27 6.15 -0.81
F -0.73 6.80 -1.87
```

Values from the calculation:
Energy above the lowest of the compared OMol25 structures with the same formula, charge and spin   30.0 kcal/mol
2S+1   4
<S²>   3.836
Charge   +2
LUMO level (alpha / beta)   -0.3058 / -0.3490 Ha
HOMO level (alpha / beta)   -13.348 / -13.341 eV

=====

(6)
This record from the OMol25 dataset describes a structure of composition C33H35GeN3O3ReS5 in a non-equilibrium geometry. The level of theory is the ωB97M-V functional and the def2-TZVPD basis.

The geometry in XYZ format:
```
81
Properties=species:S:1:pos:R:3
Re -0.86 -0.29 -1.09
O 1.16 -0.31 0.71
S 2.51 -0.33 1.29
C 2.37 0.68 2.87
C 1.45 1.87 2.64
C 0.19 1.84 3.51
C -0.85 2.82 3.00
S -1.82 2.18 1.54
O -0.87 1.36 0.76
C -2.82 1.05 2.54
C -4.03 1.54 3.00
C -4.82 0.76 3.82
C -4.41 -0.52 4.16
C -3.21 -1.02 3.67
C -2.41 -0.24 2.85
C 3.57 0.92 0.49
C 3.11 2.05 -0.15
C 4.02 2.98 -0.63
C 5.38 2.76 -0.49
C 5.84 1.62 0.14
C 4.94 0.69 0.63
H 3.38 0.96 3.14
H 1.98 0.00 3.62
H 1.10 1.83 1.60
H 1.99 2.81 2.78
H 0.45 2.08 4.55
H -0.23 0.84 3.50
H -0.40 3.76 2.67
H -1.61 3.04 3.76
H -4.32 2.54 2.72
H -5.75 1.15 4.19
H -5.02 -1.14 4.80
H -2.90 -2.02 3.92
H -1.48 -0.63 2.45
H 2.05 2.20 -0.29
H 3.66 3.87 -1.12
H 6.08 3.48 -0.88
H 6.90 1.45 0.25
H 5.27 -0.21 1.12
O -1.17 -1.92 0.37
N -2.37 -2.35 0.66
C -2.48 -3.47 1.41
C -3.70 -3.98 1.77
C -4.86 -3.31 1.37
C -4.75 -2.16 0.63
C -3.49 -1.67 0.28
S -3.32 -0.21 -0.60
H -1.55 -3.92 1.70
H -3.76 -4.89 2.34
H -5.84 -3.70 1.63
H -5.61 -1.60 0.32
S 1.31 -0.02 -2.13
C 1.31 1.54 -2.88
C 2.48 2.03 -3.46
C 2.53 3.32 -3.98
C 3.74 3.82 -4.50
N 4.73 4.24 -4.89
C 1.39 4.14 -3.92
C 0.21 3.65 -3.37
C 0.16 2.36 -2.87
S -1.34 1.75 -2.23
C 1.40 5.46 -4.41
N 1.36 6.54 -4.80
H 3.36 1.40 -3.47
H -0.67 4.28 -3.31
C -0.03 -4.51 -0.66
Ge 0.00 -3.48 -2.37
C -0.67 -4.77 -3.75
C 1.91 -3.12 -2.76
C -1.14 -1.85 -2.53
H 0.63 -5.36 -0.76
H -1.03 -4.87 -0.44
H 0.32 -3.89 0.16
H -0.08 -5.68 -3.70
H -0.57 -4.36 -4.75
H -1.71 -5.03 -3.57
H 2.46 -4.06 -2.82
H 2.35 -2.51 -1.98
H 2.02 -2.60 -3.71
H -2.19 -2.19 -2.49
H -0.98 -1.47 -3.54
```

Values from the calculation:
Energy above the lowest of the compared OMol25 structures with the same formula, charge and spin   0.0 kcal/mol
2S+1   2
<S²>   0.776
Charge   0
LUMO level (alpha / beta)   -0.0470 / -0.0240 Ha
HOMO level (alpha / beta)   -7.516 / -7.327 eV

=====

> Number 2 is which compound?

C33H35CdMgN11O12